C15H25N9O | ωB97M-V/def2-TZVPD

The geometry in ORCA input format:
```
! RIJCOSX wB97M-V def2-TZVPD def2/J DEFGRID3
* xyz 0 1
N -17.47 -27.57 -21.02
C -17.80 -28.42 -22.04
N -18.91 -28.05 -22.75
O -17.12 -29.39 -22.37
H -16.60 -27.65 -20.54
H -18.15 -26.89 -20.70
H -19.67 -27.46 -22.47
H -19.00 -28.59 -23.59
C -15.05 -24.51 -22.08
C -15.01 -24.71 -23.52
N -14.99 -24.88 -24.66
H -15.03 -25.45 -21.54
H -15.95 -23.96 -21.80
H -14.20 -23.90 -21.79
C -15.31 -30.42 -19.84
C -15.14 -30.40 -18.40
N -15.00 -30.38 -17.25
H -15.06 -29.44 -20.26
H -16.33 -30.65 -20.15
H -14.59 -31.11 -20.26
C -17.78 -31.76 -25.13
C -17.04 -31.14 -26.21
N -16.45 -30.61 -27.04
H -17.29 -31.62 -24.17
H -17.94 -32.83 -25.27
H -18.78 -31.31 -25.07
C -21.28 -24.80 -25.83
C -21.24 -25.44 -24.53
N -21.19 -26.00 -23.53
H -22.17 -24.20 -26.00
H -21.28 -25.61 -26.57
H -20.39 -24.19 -25.97
C -16.57 -27.70 -25.20
C -17.60 -26.73 -25.56
N -18.39 -25.93 -25.80
H -16.21 -27.46 -24.20
H -15.75 -27.55 -25.90
H -16.91 -28.72 -25.20
C -20.06 -23.76 -21.29
C -19.87 -24.93 -20.46
N -19.75 -25.86 -19.79
H -19.27 -23.68 -22.03
H -20.08 -22.82 -20.73
H -21.01 -23.82 -21.83
C -22.46 -28.62 -21.69
C -23.81 -28.32 -21.24
N -24.87 -28.09 -20.86
H -21.83 -27.75 -21.47
H -22.42 -28.69 -22.78
H -22.08 -29.54 -21.26
*
```

HOMO-LUMO gap	0.3824	Eh
SMILES	NC(N)=O.CC#N.CC#N.CC#N.CC#N.CC#N.CC#N.CC#N